No. 1
Entry from the Open Molecules 2025 dataset: a cluster of 25 separate species, C9H68N2O24 in total (ωB97M-V/def2-TZVPD).

Structure (XYZ):
```
103
Properties=species:S:1:pos:R:3:mulliken_charge:R:1
N 0.146 -2.223 3.133 0.192
H -0.340 -2.310 4.014 0.414
H -0.046 -1.325 2.714 -0.131
H -0.354 -2.785 2.459 0.310
H 1.133 -2.428 3.188 0.304
C -2.006 1.427 -0.089 -1.302
C -1.554 -0.025 0.270 2.099
C -1.615 -0.887 -0.997 -1.568
C -0.503 -0.724 -2.049 -0.905
C 0.796 -0.929 -1.281 -0.789
C 0.995 -0.063 -0.080 2.843
N -0.188 -0.133 0.821 1.336
O -0.014 0.509 2.087 -0.315
C 1.441 1.316 -0.499 -0.558
C 2.185 -0.759 0.627 -0.928
C -2.662 -0.587 1.191 -1.471
H -1.803 2.196 0.657 -0.165
H -3.091 1.476 -0.179 0.359
H -1.532 1.834 -0.982 0.115
H -2.608 -0.816 -1.442 0.750
H -1.485 -1.913 -0.654 0.182
H -0.449 0.161 -2.683 0.441
H -0.482 -1.629 -2.656 0.369
H 1.594 -0.779 -2.008 -0.202
H 0.803 -1.977 -0.984 -0.264
H 0.567 1.810 -0.923 -0.108
H 2.260 1.455 -1.205 0.380
H 1.531 1.862 0.440 -0.460
H 2.531 -0.218 1.508 -0.485
H 3.063 -0.886 -0.006 -0.003
H 1.815 -1.742 0.919 0.199
H -2.336 -1.548 1.588 0.053
H -3.662 -0.698 0.771 -0.204
H -2.629 0.022 2.094 0.381
O -2.899 4.356 1.565 -0.724
H -3.772 4.744 1.618 0.320
H -2.886 3.698 2.260 0.411
O 4.051 -2.911 2.750 -0.648
H 3.553 -3.706 2.565 0.359
H 3.441 -2.350 3.229 0.357
O 0.568 -4.995 -0.546 -0.673
H 0.301 -4.647 0.305 0.313
H 0.922 -4.239 -1.014 0.392
O 3.207 1.543 -3.630 -0.630
H 3.295 1.761 -4.558 0.278
H 3.235 0.586 -3.605 0.251
O -3.583 -0.184 -4.695 -0.617
H -3.676 0.421 -5.432 0.316
H -3.049 0.293 -4.060 0.309
O -4.628 -3.608 1.532 -0.604
H -4.787 -2.983 2.239 0.316
H -4.780 -4.465 1.931 0.286
O 4.987 -2.515 -0.059 -0.635
H 4.510 -2.888 0.683 0.311
H 5.350 -1.695 0.276 0.325
O -0.002 -2.933 -5.084 -0.639
H -0.627 -3.647 -5.210 0.296
H -0.420 -2.174 -5.493 0.288
O 3.031 4.251 0.991 -0.618
H 3.497 3.420 0.893 0.267
H 2.274 4.039 1.537 0.303
O -4.712 3.815 -0.678 -0.588
H -5.095 4.675 -0.506 0.278
H -4.154 3.645 0.081 0.393
O 1.700 -3.603 -2.887 -0.696
H 1.039 -3.413 -3.552 0.356
H 2.232 -2.809 -2.844 0.309
O -5.336 -0.122 -1.892 -0.556
H -4.768 0.648 -1.908 0.249
H -5.701 -0.169 -2.775 0.302
O 1.268 3.598 -3.139 -0.593
H 0.434 3.153 -3.292 0.263
H 1.929 2.914 -3.251 0.383
O 3.728 -1.513 -3.744 -0.603
H 3.878 -1.921 -4.596 0.270
H 4.583 -1.534 -3.314 0.297
O 2.335 1.520 3.913 -0.632
H 1.442 1.597 3.577 0.234
H 2.411 2.225 4.556 0.227
O -1.273 -3.903 1.626 -0.595
H -1.545 -4.709 2.065 0.238
H -2.006 -3.686 1.049 0.224
O -6.385 -0.517 1.591 -0.652
H -5.813 -0.674 0.840 0.370
H -6.386 0.434 1.697 0.309
O 2.533 -1.125 4.081 -0.666
H 3.118 -1.246 4.829 0.289
H 2.420 -0.177 4.016 0.323
O 0.199 3.312 1.974 -0.650
H 0.117 2.393 1.719 0.162
H -0.622 3.714 1.688 0.236
O 5.032 1.317 3.246 -0.635
H 4.076 1.263 3.230 0.361
H 5.220 2.253 3.176 0.303
O -2.443 4.699 -2.652 -0.640
H -2.859 4.104 -2.029 0.359
H -3.171 5.088 -3.136 0.286
O -2.420 2.174 3.320 -0.848
H -2.096 1.439 2.799 0.193
H -1.673 2.434 3.859 0.404
O 5.563 0.963 -1.508 -0.619
H 4.895 0.342 -1.217 0.265
H 5.690 1.546 -0.760 0.308
```

## Properties
orbital gap	6.27	eV
LUMO energy	-0.0194	Eh
DFT total energy	-62555.95936	eV


No. 2
Entry from the Open Molecules 2025 dataset: the molecule C4H5Cl (ωB97M-V/def2-TZVPD).

Structure (XYZ):
```
10
Properties=species:S:1:pos:R:3:nbo_charge:R:1
C -0.229 1.094 0.791 -0.378
C 0.696 0.208 0.647 -0.220
C 0.708 -0.583 -0.546 -0.274
C -0.607 -0.907 -0.662 -0.235
Cl -1.328 -1.258 -2.127 0.022
H -0.105 1.734 1.698 0.210
H -0.885 1.261 -0.076 0.212
H 1.501 0.187 1.428 0.204
H 1.438 -0.607 -1.374 0.238
H -1.190 -1.128 0.220 0.221
```

## Properties
SMILES	C=C/C=C/Cl
energy above the lowest of the compared OMol25 structures with the same formula, charge and spin	112.2	kJ/mol
orbital gap	9.94	eV
LUMO energy	0.0359	Eh
DFT total energy	-16748.96036	eV


No. 3
Entry from the Open Molecules 2025 dataset: a structure of composition C2H5NO2 (ωB97M-V/def2-TZVPD).

Structure (XYZ):
```
10
Properties=species:S:1:pos:R:3:nbo_charge:R:1
N 1.245 0.031 -0.454 -0.925
C 0.146 -0.766 0.397 0.615
O 0.399 -1.855 0.844 -0.547
C -1.039 -0.078 -0.067 -0.311
O -1.081 1.337 0.060 -0.725
H 2.032 -0.565 -0.710 0.408
H 1.550 0.919 -0.055 0.411
H 0.102 0.022 -1.080 0.419
H -1.995 -0.588 0.103 0.189
H -1.362 1.544 0.962 0.467
```

## Properties
energy above the lowest of the compared OMol25 structures with the same formula, charge and spin	383.1	kJ/mol
orbital gap	8.82	eV
LUMO energy	0.0167	Eh
DFT total energy	-7736.78130	eV


No. 4
Entry from the Open Molecules 2025 dataset: a cluster of 13 separate species, C39H104O39S13 in total (ωB97M-V/def2-TZVPD).

Structure (XYZ):
```
195
Properties=species:S:1:pos:R:3:mulliken_charge:R:1
O 5.532 -4.494 1.592 -0.664
S 5.334 -3.054 1.649 1.051
O 4.526 -2.566 2.761 -0.536
O 6.872 -2.336 1.559 -0.216
C 7.808 -2.963 0.731 -0.303
C 8.775 -1.835 0.234 -0.906
C 4.696 -2.342 0.077 -0.688
H 7.433 -3.564 -0.097 0.407
H 8.472 -3.535 1.379 0.263
H 8.318 -1.037 -0.350 -0.039
H 9.628 -2.116 -0.384 0.431
H 9.188 -1.211 1.026 0.331
H 5.339 -2.599 -0.765 0.445
H 4.413 -1.295 0.190 -0.095
H 3.829 -2.941 -0.202 0.442
O -1.955 -2.141 -0.310 0.451
S -1.677 -0.776 0.155 0.440
O -1.857 -0.381 1.581 -0.529
O -0.116 -0.384 -0.291 -0.041
C 0.295 0.972 -0.064 0.075
C 1.766 0.848 -0.353 0.627
C -2.697 0.418 -0.915 -0.007
H 0.005 1.302 0.934 0.628
H -0.224 1.617 -0.773 -0.641
H 2.263 0.375 0.494 -0.244
H 2.311 1.784 -0.226 -0.243
H 2.005 0.362 -1.299 -0.393
H -3.672 0.431 -0.428 0.111
H -2.682 0.024 -1.932 0.122
H -2.256 1.414 -0.878 -0.523
O 0.276 -5.448 5.850 -0.584
S 0.819 -5.129 4.548 1.134
O 0.361 -5.768 3.258 -0.525
O 0.875 -3.422 4.440 -0.492
C 1.051 -2.825 3.164 0.575
C 0.594 -1.431 3.303 -0.210
C 2.619 -5.445 4.668 -1.003
H 0.571 -3.341 2.333 0.087
H 2.110 -2.926 2.928 0.027
H -0.489 -1.318 3.350 -0.087
H 0.899 -0.920 2.391 -0.385
H 1.085 -0.997 4.174 0.512
H 2.976 -4.591 5.243 0.330
H 3.098 -5.532 3.693 0.251
H 2.713 -6.451 5.077 0.429
O 5.666 3.389 -0.923 -0.211
S 5.815 2.723 -2.238 0.741
O 5.835 3.507 -3.461 -0.641
O 7.113 1.612 -2.226 -0.261
C 7.680 1.236 -3.468 -0.377
C 8.240 -0.172 -3.350 -0.716
C 4.485 1.422 -2.357 0.082
H 8.467 1.959 -3.684 0.363
H 6.939 1.250 -4.267 0.394
H 9.204 -0.119 -2.844 0.295
H 8.141 -0.843 -4.203 0.344
H 7.600 -0.570 -2.563 -0.032
H 4.665 0.760 -3.204 0.508
H 3.507 1.900 -2.409 -0.167
H 4.553 0.752 -1.500 -0.286
O 7.721 0.813 3.303 -0.635
S 6.757 1.382 2.356 0.977
O 6.473 0.755 1.079 -0.331
O 5.350 1.781 3.102 -0.506
C 4.174 2.116 2.301 0.502
C 2.954 1.597 2.996 -1.087
C 7.381 3.145 2.015 -0.586
H 4.252 1.628 1.330 0.061
H 4.012 3.190 2.208 0.061
H 2.883 1.917 4.035 0.604
H 3.009 0.525 2.806 0.109
H 2.061 1.907 2.452 0.131
H 8.320 3.214 1.466 0.374
H 7.540 3.700 2.939 0.397
H 6.482 3.527 1.531 -0.119
O -5.164 -4.753 2.633 -0.661
S -3.728 -4.798 3.058 1.182
O -3.391 -5.230 4.408 -0.569
O -2.894 -5.753 2.008 -0.348
C -3.097 -5.626 0.594 0.119
C -1.778 -5.945 -0.172 -0.787
C -2.925 -3.122 2.727 0.096
H -3.510 -4.637 0.397 0.060
H -3.814 -6.433 0.439 0.287
H -1.010 -5.190 -0.007 -0.043
H -2.066 -5.951 -1.223 0.134
H -1.443 -6.937 0.131 0.471
H -1.885 -3.386 2.535 -0.085
H -2.946 -2.596 3.681 0.421
H -3.286 -2.602 1.840 -0.356
O 4.377 9.709 -0.160 -0.613
S 4.990 8.401 0.070 1.106
O 5.823 8.123 1.201 -0.608
O 3.749 7.332 0.249 -0.432
C 4.020 5.986 0.381 -0.019
C 2.814 5.303 1.012 -0.630
C 5.751 7.758 -1.539 -0.652
H 4.956 5.777 0.900 0.675
H 4.192 5.505 -0.582 0.116
H 2.831 4.228 0.833 -0.588
H 1.929 5.839 0.671 0.344
H 2.898 5.461 2.087 0.578
H 6.189 6.823 -1.189 0.183
H 6.560 8.426 -1.835 0.408
H 5.003 7.628 -2.321 0.224
O -1.828 -4.773 -4.712 -0.628
S -3.252 -4.615 -4.378 1.155
O -4.218 -4.425 -5.432 -0.629
O -3.675 -5.884 -3.326 -0.269
C -5.030 -6.437 -3.395 -0.452
C -6.033 -5.647 -2.677 -0.707
C -3.354 -3.293 -3.172 0.512
H -5.009 -7.343 -2.789 0.306
H -5.155 -6.762 -4.427 0.358
H -6.131 -4.696 -3.201 0.238
H -5.715 -5.473 -1.650 0.076
H -7.011 -6.113 -2.556 0.439
H -2.445 -3.409 -2.581 -0.389
H -4.294 -3.511 -2.665 -0.357
H -3.387 -2.287 -3.589 0.349
O -4.871 -3.224 5.684 -0.491
S -4.666 -2.087 6.582 1.095
O -3.541 -2.040 7.440 -0.602
O -4.730 -0.665 5.684 -0.379
C -5.554 -0.615 4.531 -0.267
C -5.088 0.465 3.539 -0.268
C -6.199 -1.805 7.725 -0.888
H -6.629 -0.519 4.678 0.339
H -5.530 -1.557 3.982 0.235
H -4.112 0.275 3.093 -0.072
H -5.027 1.468 3.961 0.484
H -5.837 0.568 2.753 -0.137
H -6.409 -2.801 8.115 0.354
H -6.963 -1.423 7.048 0.268
H -5.840 -1.084 8.460 0.334
O -1.578 0.839 -3.788 -0.552
S -0.249 0.193 -3.915 0.798
O 0.982 0.815 -3.402 -0.348
O -0.359 -1.385 -3.306 0.190
C 0.829 -2.116 -3.038 0.679
C 0.572 -3.619 -2.644 -1.147
C -0.036 -0.297 -5.667 -1.328
H 1.352 -1.549 -2.267 -0.625
H 1.505 -2.147 -3.892 0.480
H 0.275 -4.111 -3.570 0.364
H -0.152 -3.714 -1.835 -0.074
H 1.481 -4.121 -2.312 0.476
H -0.493 -1.274 -5.828 0.367
H 1.044 -0.446 -5.687 0.381
H -0.436 0.511 -6.279 0.445
O 1.866 3.869 -2.056 -0.290
S 1.657 5.150 -2.757 0.891
O 2.786 6.053 -3.080 -0.624
O 0.997 4.838 -4.178 -0.348
C 0.170 3.710 -4.381 0.712
C -1.124 3.895 -5.180 -1.372
C 0.232 6.130 -1.945 -0.599
H -0.242 3.364 -3.433 -0.251
H 0.709 2.849 -4.777 0.125
H -1.903 3.133 -5.193 0.316
H -1.055 4.248 -6.209 0.341
H -1.587 4.729 -4.652 0.354
H -0.273 5.330 -1.403 -0.048
H -0.204 6.883 -2.601 0.429
H 0.770 6.728 -1.209 0.334
O -3.726 2.739 1.233 -0.505
S -2.972 3.790 0.583 0.906
O -1.546 3.620 0.144 -0.140
O -3.876 4.552 -0.630 -0.401
C -4.834 3.726 -1.281 0.247
C -4.097 3.359 -2.567 -0.943
C -2.956 5.271 1.650 -1.216
H -5.682 4.378 -1.489 0.459
H -5.226 2.839 -0.784 -0.314
H -3.365 2.553 -2.516 0.111
H -3.607 4.195 -3.066 0.293
H -4.694 2.938 -3.376 0.525
H -3.982 5.581 1.846 0.358
H -2.402 6.013 1.074 0.341
H -2.452 5.050 2.591 0.400
O -6.239 -2.903 -1.137 -0.590
S -6.542 -1.938 -0.077 0.718
O -5.393 -1.438 0.694 -0.089
O -7.429 -0.692 -0.731 -0.328
C -7.568 0.437 0.228 1.013
C -8.912 1.112 -0.079 -1.451
C -7.896 -2.664 1.101 -0.792
H -6.705 1.081 0.060 -0.506
H -7.471 0.218 1.291 0.046
H -9.764 0.485 -0.345 0.344
H -8.772 1.711 -0.979 0.344
H -9.228 1.781 0.721 0.381
H -7.395 -3.461 1.650 0.255
H -8.788 -3.031 0.594 0.375
H -8.132 -1.854 1.792 0.259
```

## Properties
energy above the lowest of the compared OMol25 structures with the same formula, charge and spin	802.0	kJ/mol
orbital gap	9.95	eV
LUMO energy	-0.0088	Eh
DFT total energy	-262827.32743	eV


No. 5
Entry from the Open Molecules 2025 dataset: the molecule C3H2FNO (ωB97M-V/def2-TZVPD).

Structure (XYZ):
```
8
Properties=species:S:1:pos:R:3:nbo_charge:R:1
N -2.352 -1.160 -0.293 -0.260
C -1.450 -0.487 -0.080 0.230
C -0.196 0.294 0.261 0.026
F -0.391 1.609 -0.345 -0.354
C 1.212 -0.200 -0.252 0.442
O 1.535 -1.325 -0.206 -0.447
H -0.113 0.412 1.299 0.223
H 1.754 0.857 -0.385 0.139
```

## Properties
SMILES	N#C[C@H](F)C=O
energy above the lowest of the compared OMol25 structures with the same formula, charge and spin	104.4	kJ/mol
orbital gap	11.21	eV
LUMO energy	0.0023	Eh
DFT total energy	-9396.42609	eV


No. 6
Entry from the Open Molecules 2025 dataset: a structure of composition C25H33Cl3F6GdNO2Si (ωB97M-V/def2-TZVPD).

Structure (XYZ):
```
72
Properties=species:S:1:pos:R:3:mulliken_spin:R:1
Gd 1.914 0.088 -0.515 7.551
Cl 4.127 0.723 1.271 -0.003
C 3.872 2.468 1.500 -0.002
Cl 2.188 2.796 1.055 -0.001
H 4.524 3.010 0.818 0.001
H 4.039 2.736 2.543 0.000
C -0.036 -0.895 -1.645 -0.285
Si -1.342 -1.281 -0.372 0.045
C -0.398 -1.615 1.292 0.005
N 0.554 -0.578 1.751 -0.096
C 1.522 -1.153 2.711 0.005
C 0.907 -1.583 4.043 0.001
C 0.268 -0.369 4.709 0.000
C -0.765 0.233 3.761 0.000
C -0.130 0.551 2.401 0.017
C -2.602 0.147 -0.128 0.004
C -3.296 0.330 1.066 -0.002
C -4.208 1.359 1.219 0.000
C -4.468 2.221 0.166 0.000
C -3.822 2.032 -1.043 -0.002
C -2.899 1.008 -1.182 -0.008
C -2.547 -2.751 -0.581 -0.006
C -2.541 -3.875 0.239 0.001
C -3.452 -4.901 0.061 0.000
C -4.385 -4.832 -0.960 -0.001
C -4.393 -3.733 -1.804 -0.002
C -3.484 -2.709 -1.612 -0.009
H -0.442 -0.386 -2.527 0.001
H 0.397 -1.836 -2.014 -0.018
H 0.194 -2.512 1.104 0.003
H -1.094 -1.876 2.093 0.002
H 2.282 -0.392 2.924 -0.001
H 2.016 -2.004 2.237 -0.002
H 1.697 -1.996 4.673 0.000
H 0.163 -2.365 3.886 0.000
H 1.048 0.368 4.929 0.000
H -0.201 -0.648 5.657 0.000
H -1.163 1.157 4.181 0.000
H -1.600 -0.460 3.645 0.000
H 0.609 1.344 2.562 -0.002
H -0.900 0.930 1.727 0.006
H -3.128 -0.348 1.888 0.000
H -4.726 1.485 2.159 0.000
H -5.180 3.025 0.283 0.000
H -4.040 2.678 -1.882 0.000
H -2.420 0.854 -2.139 -0.005
H -1.817 -3.948 1.037 0.000
H -3.438 -5.752 0.726 0.000
H -5.109 -5.622 -1.087 0.000
H -5.115 -3.671 -2.605 0.000
H -3.504 -1.850 -2.268 -0.003
C 3.917 2.926 -3.446 -0.002
C 3.627 1.609 -2.702 -0.049
O 2.855 1.714 -1.606 -0.084
C 4.970 0.997 -2.222 0.006
F 5.570 1.867 -1.391 0.000
F 5.868 0.663 -3.150 0.000
F 4.720 -0.105 -1.482 -0.001
C 2.958 0.610 -3.689 0.008
F 2.776 -0.610 -3.109 -0.007
F 3.605 0.414 -4.838 0.000
F 1.723 1.035 -4.000 0.001
H 4.339 3.627 -2.731 0.000
H 2.991 3.332 -3.843 0.000
H 4.621 2.758 -4.258 0.000
C -0.061 2.823 -1.832 0.004
O -0.080 2.063 -0.630 -0.012
H -0.762 3.661 -1.769 0.000
H -0.310 2.206 -2.702 0.000
H 0.953 3.199 -1.949 -0.001
H -0.988 1.720 -0.536 -0.002
Cl 3.033 -2.108 -0.064 -0.052
```

## Properties
energy above the lowest of the compared OMol25 structures with the same formula, charge and spin	31.7	kJ/mol
orbital gap (alpha / beta)	7.92 / 8.74	eV
LUMO energy (alpha / beta)	-0.0156 / 0.0111	Eh
2S+1	8
DFT total energy	-114634.39129	eV


No. 7
Entry from the Open Molecules 2025 dataset: a cluster of 2 separate species, C3H11N2 in total (ωB97M-V/def2-TZVPD).

Structure (XYZ):
```
16
Properties=species:S:1:pos:R:3:nbo_charge:R:1
C -1.877 1.427 -0.289 -0.425
N -0.634 1.001 0.456 -0.699
H -1.630 2.241 -0.977 0.236
H -2.275 0.557 -0.812 0.237
H -2.612 1.805 0.419 0.236
H -0.818 0.079 0.851 0.450
H -0.425 1.677 1.184 0.436
H 0.124 0.894 -0.252 0.469
C 0.841 -1.782 0.894 -0.517
C 1.037 -1.483 -0.382 -0.008
N 1.598 -0.256 -0.803 -0.871
H 1.208 -1.170 1.706 0.200
H 0.405 -2.720 1.189 0.238
H 0.746 -2.107 -1.216 0.220
H 1.969 -0.283 -1.745 0.404
H 2.343 0.121 -0.221 0.395
```

## Properties
energy above the lowest of the compared OMol25 structures with the same formula, charge and spin	82.4	kJ/mol
orbital gap	9.86	eV
LUMO energy	-0.1212	Eh
charge	+1
DFT total energy	-6262.72753	eV


No. 8
Entry from the Open Molecules 2025 dataset: a cluster of 2 separate species, C3H3BrFNO in total (ωB97M-V/def2-TZVPD).

Structure (XYZ):
```
10
Properties=species:S:1:pos:R:3:nbo_charge:R:1
O -1.439 -1.085 1.709 -0.477
C -1.109 -0.475 0.784 0.569
N -0.011 -0.355 -0.030 -0.363
C -0.026 1.040 -0.276 -0.250
C -1.444 0.502 -0.151 0.379
F -1.982 0.286 -1.331 -0.278
H 0.460 1.153 -1.212 0.223
H 0.371 1.668 0.466 0.203
Br 3.229 -1.441 -0.007 -0.181
H 1.950 -1.293 0.048 0.176
```

## Properties
SMILES	O=C1N2C[C@]12F.Br
energy above the lowest of the compared OMol25 structures with the same formula, charge and spin	245.2	kJ/mol
orbital gap	10.98	eV
LUMO energy	0.0053	Eh
DFT total energy	-79453.34279	eV


no.,strongest force on any atom (eV/A)
1,2.61
2,4.98
3,1.09
4,4.20
5,3.89
6,1.78
7,1.62
8,4.96